92
Properties=species:S:1:pos:R:3 method="wB97M-V/def2-TZVPD" spin_multiplicity=1 molar_mass_da=794.6 e_above_lowest_kcal_mol=0.0 charge=+3 gap_ev=6.262 max_force_ha_per_bohr=0.053
Ta -0.185 0.041 0.244
C 0.592 -4.586 -2.235
C -0.224 -3.849 -1.241
C -1.228 -4.257 -0.317
C -1.518 -3.166 0.474
N -0.813 -2.042 -0.014
N 0.077 -2.579 -0.978
B 1.238 -1.617 -1.456
N 0.518 -0.569 -2.340
N 0.242 0.751 -1.957
C -0.312 1.336 -3.029
C -0.661 0.385 -3.983
C -0.116 -0.824 -3.558
C -0.168 -2.120 -4.294
C -0.421 2.807 -3.152
C -1.738 3.249 -3.801
C 0.702 3.189 -4.142
C -0.248 3.504 -1.787
N 1.714 -1.026 -0.081
N 1.778 0.408 0.135
C 2.913 0.607 0.875
C 3.464 -0.601 1.339
C 2.670 -1.642 0.818
C 2.866 -3.123 0.996
C 3.514 1.958 1.016
C 4.606 2.021 -0.063
C 2.487 3.094 0.921
C 4.259 2.080 2.395
C -2.469 -3.178 1.629
C -3.735 -3.771 1.009
C -1.785 -4.211 2.596
C -2.745 -1.799 2.215
H -0.127 -4.939 -3.000
H 1.010 -5.465 -1.714
H 1.335 -3.924 -2.726
H -1.719 -5.246 -0.195
H 2.188 -2.124 -2.027
H -1.197 0.495 -4.949
H -0.541 -1.813 -5.300
H -0.782 -2.946 -3.828
H 0.875 -2.476 -4.570
H -1.733 3.053 -4.883
H -1.879 4.308 -3.649
H -2.546 2.722 -3.285
H 0.682 2.533 -5.042
H 1.699 3.092 -3.723
H 0.526 4.208 -4.471
H -0.877 3.150 -0.967
H -0.288 4.587 -1.828
H 0.788 3.331 -1.517
H 4.273 -0.722 2.114
H 2.985 -3.351 2.088
H 3.789 -3.476 0.478
H 2.018 -3.707 0.639
H 4.288 1.554 -1.024
H 5.537 1.505 0.255
H 4.835 3.090 -0.299
H 1.854 2.891 0.078
H 2.949 4.079 0.837
H 1.889 3.098 1.875
H 5.013 1.315 2.525
H 3.541 1.912 3.158
H 4.628 3.071 2.509
H -3.546 -4.833 0.786
H -4.006 -3.269 0.067
H -4.573 -3.668 1.736
H -1.608 -5.130 2.050
H -2.382 -4.398 3.494
H -0.839 -3.761 2.906
H -3.188 -1.094 1.458
H -1.856 -1.277 2.591
H -3.423 -1.791 3.056
F 1.391 0.157 5.486
C 0.674 0.782 4.519
C 0.628 0.099 3.312
C -0.253 0.600 2.338
C -1.131 1.674 2.627
C -0.927 2.352 3.846
F -1.562 3.537 4.159
C -0.032 1.914 4.814
C -2.177 1.942 1.647
C -3.287 2.704 1.935
C -4.249 2.922 0.950
C -4.088 2.214 -0.236
C -3.012 1.350 -0.440
N -2.089 1.177 0.523
H 1.260 -0.733 3.088
H -0.012 2.395 5.803
H -3.286 3.227 2.904
H -5.105 3.543 1.144
H -4.723 2.363 -1.059
H -2.885 0.728 -1.299

***

9
Properties=species:S:1:pos:R:3 method="wB97M-V/def2-TZVPD" spin_multiplicity=7 molar_mass_da=211.5 e_above_lowest_kcal_mol=0.0 charge=+1 gap_ev="8.782 / 7.132" max_force_ha_per_bohr=0.083
O -1.740 2.314 -0.663
Dy 1.414 1.523 1.604
H -1.954 2.489 -1.582
C 0.664 -1.596 0.265
H -0.128 -1.618 -0.507
H 1.360 -2.426 0.040
H 0.178 -1.831 1.230
O 1.335 -0.375 0.292
H -1.129 1.520 -0.680

***

69
Properties=species:S:1:pos:R:3 method="wB97M-V/def2-TZVPD" spin_multiplicity=1 molar_mass_da=653.2 e_above_lowest_kcal_mol=0.0 gap_ev=7.836 max_force_ha_per_bohr=0.031
Sn -0.431 1.607 -0.334
O 0.825 0.883 -4.951
C 0.434 0.738 -3.687
O 0.900 1.397 -2.798
C -0.578 -0.378 -3.516
O -1.420 -0.219 -2.411
C -2.669 0.390 -2.717
C -2.673 1.944 -2.709
O -3.493 2.508 -3.406
O -1.820 2.504 -1.953
H 1.457 1.619 -5.022
H -0.003 -1.300 -3.349
H -1.146 -0.486 -4.449
H -3.360 0.062 -1.939
H -3.041 0.047 -3.686
C -2.077 5.979 0.722
C -2.133 6.089 2.102
C -1.494 5.135 2.875
C -0.832 4.079 2.249
N -0.803 3.975 0.919
C -1.397 4.895 0.183
C -0.165 3.007 3.008
C 0.005 3.049 4.393
C 0.579 1.964 5.032
C 0.981 0.873 4.279
C 0.811 0.935 2.904
N 0.264 1.967 2.297
H -2.559 6.702 0.082
H -2.677 6.896 2.571
H -1.537 5.205 3.950
H -1.337 4.743 -0.886
H -0.306 3.904 4.970
H 0.701 1.973 6.106
H 1.411 -0.001 4.742
H 1.115 0.129 2.252
N -2.193 0.800 0.806
C -3.227 0.234 0.719
N -4.350 -0.273 0.794
C -4.941 -1.319 0.340
N -5.520 -2.250 -0.017
C 3.054 -1.431 -2.518
N 2.739 -2.338 -1.440
C 3.335 -3.651 -1.548
P 1.557 -1.936 -0.318
O 1.435 -0.475 -0.195
N 0.115 -2.655 -0.744
C -1.026 -2.385 0.099
C -0.060 -3.745 -1.670
N 2.018 -2.602 1.155
C 3.136 -1.986 1.832
C 1.698 -3.936 1.602
H 4.138 -1.302 -2.599
H 2.604 -0.469 -2.290
H 2.679 -1.793 -3.485
H 4.428 -3.576 -1.475
H 3.094 -4.123 -2.509
H 2.970 -4.286 -0.744
H -0.776 -1.576 0.782
H -1.320 -3.270 0.671
H -1.875 -2.072 -0.514
H 0.813 -3.824 -2.310
H -0.945 -3.565 -2.287
H -0.207 -4.702 -1.156
H 3.282 -0.988 1.425
H 4.060 -2.560 1.695
H 2.931 -1.910 2.903
H 0.993 -4.388 0.910
H 1.235 -3.898 2.593
H 2.594 -4.566 1.669

***

17
Properties=species:S:1:pos:R:3 method="wB97M-V/def2-TZVPD" spin_multiplicity=1 molar_mass_da=150.1 e_above_lowest_kcal_mol=71.9 smiles=Cc1cc(O)oc2nncc1-2 gap_ev=8.317 max_force_ha_per_bohr=0.078
C 0.850 -1.792 -2.101
C 0.345 -1.080 -0.842
C -0.377 -1.618 0.208
C -0.972 -0.901 1.229
O -1.843 -1.381 2.101
O -0.841 0.400 1.382
C -0.029 1.040 0.474
N 0.251 2.324 0.388
N 1.076 2.474 -0.740
C 1.228 1.348 -1.391
C 0.555 0.318 -0.647
H 0.390 -2.782 -2.222
H 1.938 -2.005 -1.858
H 0.834 -1.039 -2.863
H -0.716 -2.716 0.050
H -1.823 -2.332 2.052
H 1.961 1.259 -2.126